{
  "formula": "C22H32Cl2F3N6O5SSm",
  "method": "ωB97M-V/def2-TZVPD",
  "orbital_gap_ev": [7.2, 7.6],
  "total_energy_ev": -104452.3340,
  "fmax_ev_per_a": 1.307,
  "s2": 8.7600,
  "multiplicity": 6,
  "homo_energy_ev": [-7.4, -7.5],
  "species": ["Sm", "C", "C", "C", "C", "C", "H", "H", "H", "H", "H", "N", "N", "C", "O", "O", "H", "H", "H", "F", "C", "F", "F", "C", "C", "C", "C", "N", "C", "S", "H", "H", "H", "C", "N", "C", "C", "C", "O", "H", "H", "H", "H", "H", "H", "H", "H", "H", "N", "C", "C", "N", "C", "C", "H", "H", "H", "H", "H", "H", "H", "H", "H", "H", "H", "Cl", "C", "Cl", "C", "O", "O", "H"],
  "coordinates": [[0.46, 0.80, -0.28], [1.90, -1.98, 0.10], [2.54, -0.70, 0.09], [2.93, -0.43, 1.44], [2.50, -1.49, 2.23], [1.88, -2.44, 1.41], [1.60, -2.55, -0.76], [3.08, -0.29, -0.76], [3.56, 0.39, 1.75], [2.68, -1.58, 3.29], [1.46, -3.38, 1.74], [-3.40, 0.33, -2.64], [-4.00, 0.29, -1.37], [-3.34, 0.36, -0.21], [-4.09, -0.05, 0.81], [-2.16, 0.73, -0.12], [-2.40, 0.11, -2.53], [-3.47, 1.26, -3.05], [-4.96, -0.04, -1.36], [1.39, 6.34, 1.06], [2.46, 5.66, 1.49], [3.13, 6.51, 2.30], [3.26, 5.47, 0.43], [2.15, 4.37, 2.19], [2.62, 4.13, 3.46], [2.40, 2.88, 4.03], [1.78, 1.91, 3.27], [1.30, 2.12, 2.05], [1.43, 3.36, 1.51], [0.69, 3.61, 0.01], [3.16, 4.90, 3.99], [2.74, 2.67, 5.03], [1.67, 0.91, 3.65], [1.84, -1.65, -3.47], [0.53, -2.27, -3.45], [0.38, -3.38, -4.37], [-0.44, -1.87, -2.64], [-1.72, -2.67, -2.69], [-0.35, -0.88, -1.88], [2.00, -1.14, -4.42], [2.61, -2.41, -3.33], [1.91, -0.92, -2.67], [1.17, -3.32, -5.11], [-0.58, -3.33, -4.88], [0.45, -4.34, -3.85], [-1.51, -3.74, -2.61], [-2.23, -2.48, -3.63], [-2.37, -2.38, -1.88], [-3.05, -1.39, 2.92], [-2.33, -2.46, 2.26], [-1.36, -1.84, 1.24], [-0.55, -0.73, 1.76], [-1.23, 0.14, 2.72], [-2.11, -0.61, 3.72], [-3.81, -1.76, 3.49], [-3.60, -0.37, 1.63], [-3.04, -3.11, 1.73], [-1.77, -3.09, 2.97], [-1.94, -1.50, 0.38], [-0.68, -2.61, 0.87], [0.28, -1.15, 2.20], [-1.88, 0.84, 2.17], [-0.48, 0.72, 3.24], [-2.66, 0.10, 4.34], [-1.50, -1.26, 4.37], [-1.03, 2.40, -2.36], [-0.08, 2.11, -3.81], [-0.86, 0.86, -4.78], [1.38, 1.57, -3.44], [2.13, 1.42, -4.39], [1.56, 1.31, -2.23], [-0.03, 3.02, -4.41]],
  "lowdin_spin": [5.060, -0.002, -0.006, -0.005, -0.002, -0.005, 0.000, 0.000, 0.000, 0.000, 0.000, 0.000, 0.000, 0.000, 0.000, -0.003, 0.000, 0.000, 0.000, -0.001, 0.000, 0.000, 0.000, 0.000, 0.000, 0.000, 0.000, -0.006, -0.001, -0.014, 0.000, 0.000, 0.000, 0.000, 0.000, 0.000, 0.000, 0.000, -0.004, 0.000, 0.000, 0.000, 0.000, 0.000, 0.000, 0.000, 0.000, 0.000, 0.000, 0.000, 0.000, -0.005, 0.000, 0.000, 0.000, 0.000, 0.000, 0.000, 0.000, 0.000, 0.000, 0.000, 0.000, 0.000, 0.000, -0.001, 0.000, 0.000, 0.000, 0.000, -0.006, 0.000]
}